No. 1
9
Properties=species:S:1:pos:R:3:forces:R:3:mulliken_charge:R:1 method="wB97M-V/def2-TZVPD" energy_ev=-15953.180 relative_energy_kcal_mol=16.22
H -0.67786 -0.35620 1.77881 -0.6 0.4 1.6 0.223
S 0.96239 -1.24489 -1.14811 0.6 0.1 0.6 -0.175
C 0.37836 -0.05864 0.12322 0.0 -2.4 1.2 -0.161
C 0.43811 1.26594 -0.38028 -1.1 1.3 -0.3 0.312
H -1.70445 -0.39753 0.46328 -1.1 0.5 -0.5 0.201
N 0.35332 2.36357 -0.69438 0.2 0.4 -0.3 -0.369
H -0.07695 -0.95304 -1.87461 -0.8 0.0 -1.0 0.127
H 1.13845 -0.06214 0.89785 0.4 -0.3 0.0 0.247
N -0.81137 -0.55708 0.83421 2.3 0.0 -1.4 -0.405

No. 2
12
Properties=species:S:1:pos:R:3:forces:R:3:mulliken_charge:R:1 method="wB97M-V/def2-TZVPD" energy_ev=-7327.485 relative_energy_kcal_mol=41.49
C -0.52553 -0.19435 -0.57051 0.0 0.0 0.0 -0.551
H -0.78990 -1.21859 -0.85696 0.0 0.2 0.1 0.277
C -2.49801 1.07181 0.69946 0.3 -0.2 -0.2 0.099
C -1.65236 0.47347 0.08545 -0.3 0.3 0.3 -0.448
H 0.78913 0.77959 0.85525 0.0 -0.1 -0.1 0.344
O 2.08805 -0.74505 -1.50667 0.0 0.1 0.5 -0.473
H 2.88165 -0.47809 0.32804 -0.1 0.0 -0.1 0.339
C 0.68485 -0.19862 0.36686 0.0 0.0 0.0 -0.608
H -3.24422 1.60871 1.24190 0.1 -0.1 -0.1 0.400
H 0.54794 -0.91777 1.18576 0.1 0.1 -0.1 0.308
C 1.98471 -0.50387 -0.32762 0.0 -0.1 -0.3 0.008
H -0.26633 0.32275 -1.50096 -0.1 0.0 0.2 0.306

No. 3
35
Properties=species:S:1:pos:R:3:forces:R:3:mulliken_charge:R:1 method="wB97M-V/def2-TZVPD" total_charge=-1 energy_ev=-37605.650
C 2.64687 1.40709 -0.68684 -0.6 0.4 0.0 -0.186
C -0.31485 1.69727 -1.04805 -1.9 2.8 -2.0 -0.973
C -0.44450 -4.15270 2.51954 0.1 0.3 0.9 -0.517
H -0.75915 -4.67403 1.62534 0.0 0.1 -0.1 0.224
H -0.49807 -4.59713 5.89173 0.0 0.1 -0.1 0.342
H 0.74015 -2.45734 5.79362 0.0 0.1 -0.1 0.366
C -0.72421 -4.74206 3.75929 0.2 0.4 -0.3 -0.503
H 2.93936 -2.94186 1.69713 -0.4 -0.3 -0.5 0.384
C -0.29474 -4.12742 4.93059 0.1 0.2 0.0 -0.402
H -3.11711 -0.58563 1.00986 0.0 -0.1 -0.1 0.064
H -0.96855 -3.08990 -0.70729 0.4 0.0 -0.4 0.353
C 0.40218 -2.91582 4.87180 -0.1 -0.3 -0.7 -0.466
H 0.29658 -4.32045 -0.54931 0.0 0.5 -0.2 0.413
C 1.96490 0.46329 0.05382 4.4 0.4 0.2 -1.039
H 2.60557 -0.13409 0.72336 0.0 0.0 -0.4 0.127
C 2.28269 -3.35565 0.90231 1.3 -1.0 0.0 -1.360
P 0.77914 -2.32979 0.77973 3.2 -0.9 1.4 0.684
C 0.27181 -2.93875 2.43449 -1.4 -1.1 0.0 0.318
C 0.68736 -2.32173 3.62937 -0.3 -0.5 0.0 -0.374
H 1.26359 -1.40538 3.60258 -0.1 0.1 -0.1 0.376
H 2.04771 -4.41474 1.13606 0.4 0.2 -0.1 0.467
C 0.61180 2.50867 -1.67037 1.0 -0.1 0.4 -0.397
H 0.26201 3.35196 -2.27862 0.2 -0.1 0.1 0.265
C 2.01030 2.36211 -1.51409 0.0 0.3 -0.3 -0.106
H 2.83017 -3.30442 -0.06023 -0.2 0.0 0.4 0.332
Pb 0.00000 0.00000 0.00000 1.3 0.8 2.8 1.049
H -2.71833 -1.77958 -0.75356 -0.5 -0.1 0.1 0.111
H 2.65217 3.08928 -2.02765 -0.2 -0.3 0.1 0.254
H 0.59758 -2.85929 -1.58561 -0.1 0.0 0.5 0.337
H -1.25187 -5.68888 3.80632 0.0 0.1 0.0 0.370
H -3.14411 0.34155 -0.95353 -1.2 0.0 -0.3 0.078
H -1.36124 2.01302 -1.19384 0.2 -0.1 -0.3 0.128
C 0.12353 -3.22757 -0.65799 -1.4 -1.3 0.3 -1.476
P -2.34782 -0.53803 -0.17973 -4.5 -0.5 -1.0 -0.514
H 3.73860 1.47024 -0.59842 -0.1 0.1 -0.1 0.272

No. 4
10
Properties=species:S:1:pos:R:3:forces:R:3:mulliken_charge:R:1 method="wB97M-V/def2-TZVPD" energy_ev=-44241.340 relative_energy_kcal_mol=0.00
O -0.09643 -0.58191 -1.62960 0.1 0.3 0.9 -0.531
C 1.42470 0.15444 0.08020 0.1 -0.1 0.2 0.648
Cl 2.09302 1.59960 -0.67380 -0.1 -0.1 0.0 -0.121
H -0.76193 0.53174 1.24933 -0.1 0.0 0.0 0.300
S -2.62384 0.19157 -0.14987 0.0 -0.6 0.1 -0.127
Cl 2.46893 -1.23641 -0.13927 0.0 0.0 -0.1 -0.115
F 1.32622 0.39215 1.42288 0.0 0.0 0.0 -0.234
H -2.86565 -1.14587 0.03371 0.2 0.6 -0.1 0.150
N -0.98929 0.22883 0.31707 -0.2 -0.1 0.1 -0.279
C 0.02425 -0.13413 -0.51065 -0.1 -0.1 -1.2 0.310

No. 5
13
Properties=species:S:1:pos:R:3:forces:R:3:mulliken_charge:R:1 method="wB97M-V/def2-TZVPD" energy_ev=-24932.925
H -0.62189 -0.89137 -1.72363 -0.4 -0.7 -0.4 0.425
C 2.32781 -0.01325 -3.78124 -0.4 -1.3 -0.3 0.709
C -0.22729 -0.09482 -1.14974 -0.8 -0.9 1.0 -0.357
O 1.85558 -1.04719 -3.70763 -1.2 -2.3 0.4 -0.370
C 0.51742 1.10607 0.68853 0.6 1.8 -2.8 -0.370
H -0.43578 -0.73393 0.87361 -1.0 -2.1 1.3 0.513
C 0.15562 1.10475 -1.83508 0.1 -0.1 0.2 0.209
O 2.84305 0.98006 -3.90607 1.7 3.5 -0.2 -0.335
H 0.71828 1.22357 1.66179 0.6 0.6 3.5 0.546
C -0.15980 -0.03431 0.18340 0.8 0.2 -2.2 -0.284
O -0.10438 1.25632 -3.01493 1.3 1.4 2.3 -0.515
C 0.88875 1.94855 -0.26522 -1.8 -0.8 -3.2 -0.026
Cl 1.39639 3.52345 -0.36942 0.6 0.6 0.4 -0.145

No. 6
40
Properties=species:S:1:pos:R:3:forces:R:3:mulliken_charge:R:1 method="wB97M-V/def2-TZVPD" total_charge=+2 energy_ev=-125208.268 s_squared=0.779 spin_multiplicity=2 relative_energy_kcal_mol=0.00
Ir -0.65506 -0.54004 0.23375 0.0 0.0 0.0 1.311
F -0.01921 -2.46382 0.76211 0.0 0.0 0.0 -0.252
C 1.77368 -2.15060 2.91175 -0.2 0.3 -0.2 0.610
N 2.90841 -1.43411 -5.27200 0.0 0.0 0.0 -0.351
N 1.38909 -1.10689 -3.62937 0.0 0.3 0.1 -0.689
C -1.95583 3.27029 -1.27091 0.0 0.0 0.0 -0.946
C -2.92077 3.60926 -0.35156 0.0 0.0 0.0 -0.433
C 0.96689 -0.84605 -2.45471 0.2 -0.5 0.0 0.905
H -5.09672 2.22423 3.53482 0.0 0.0 0.0 0.389
F 4.18238 -1.62981 2.87065 0.0 0.1 0.1 -0.207
H -0.49459 1.76442 -1.83820 0.0 0.0 0.0 0.352
N 3.68961 -1.20234 -3.12024 0.0 0.0 0.0 -0.283
N -1.51900 1.23299 -0.14119 0.0 0.0 0.0 -0.442
C 2.67082 -1.24644 -3.97979 -0.1 0.0 -0.1 0.692
F 2.60311 -4.34706 2.30765 0.0 0.0 0.0 -0.251
H 4.63825 -1.34646 -3.42369 0.0 0.0 0.0 0.231
C -2.64665 0.59019 1.83217 0.0 -0.1 0.0 0.966
N 0.46612 -0.66897 -1.41817 0.0 0.2 -0.1 -0.788
O -1.92736 -0.46024 1.80882 -0.1 0.0 0.0 -0.599
Se 1.00281 0.56526 1.56547 0.0 0.1 -0.1 -0.057
F 3.42707 -1.88157 -0.11045 0.1 0.0 0.1 -0.405
H 3.51695 -1.18913 -2.12980 0.0 0.0 0.0 0.127
C -4.17819 2.96609 1.75837 0.0 0.0 0.0 -0.286
C 2.12617 -0.93255 1.72367 -0.2 -0.1 0.3 -0.013
H 2.12671 -1.45729 -5.90547 0.0 0.0 0.0 0.247
H 3.83086 -1.60352 -5.63416 0.0 0.0 0.0 0.213
H -1.72240 3.92396 -2.09877 0.0 0.0 0.0 0.424
C 2.38951 -1.98575 0.70878 0.0 0.1 -0.1 0.445
C -2.46455 1.56039 0.78079 0.0 0.1 0.0 0.323
C -3.19957 2.74145 0.71808 0.0 0.0 0.0 0.740
C 1.41674 -3.00547 0.66354 -0.1 -0.1 0.0 -0.212
I -3.90650 -0.50547 4.33560 0.0 0.0 0.0 0.276
C -4.35753 2.03176 2.76912 0.0 0.0 0.0 -0.300
C -1.26155 2.06794 -1.14069 -0.1 0.0 0.0 0.048
C 1.97170 -3.25860 1.94969 0.0 0.0 0.0 0.386
I -5.32825 4.66151 1.77506 0.0 0.0 0.0 0.303
F 0.72119 -2.02166 3.68482 0.1 0.0 0.1 -0.274
C 2.91888 -1.31975 2.83711 0.3 -0.2 -0.1 0.073
H -3.46271 4.54072 -0.44753 0.0 0.0 0.0 0.278
C -3.62053 0.85311 2.83490 -0.1 0.0 0.0 -0.554